[1]
138
Properties=species:S:1:pos:R:3 method="wB97M-V/def2-TZVPD" e_homo_ev="-10.2 / -10.2" s_squared=4.767 total_charge=+1 homo_lumo_gap_ev="6.40 / 6.18" spin_multiplicity=4
O -4.173 4.540 2.685
C -6.077 5.368 -0.257
N 6.164 -2.675 0.262
H -4.970 -2.835 1.001
C 2.334 -1.041 -1.328
C -7.751 4.841 2.498
H 4.741 0.311 -0.596
C -8.560 -2.989 -4.396
H -5.134 -2.583 -4.922
H -5.810 8.492 1.619
H -8.982 -5.969 -6.093
H 5.594 -2.825 1.092
C 12.056 -2.032 0.471
C -6.416 -5.272 -6.392
H -8.694 -3.557 -6.480
H -9.194 -5.718 -4.376
H -4.638 -3.743 -0.614
H -6.604 -6.103 -7.077
C 3.527 0.241 1.767
H -3.822 7.438 3.332
H -4.781 7.083 -0.277
H -2.612 -1.562 1.845
H -7.453 -2.716 -1.933
C -4.889 6.153 0.290
C 10.027 -2.823 1.713
H -3.973 5.580 0.104
O -3.732 -1.093 -0.743
H -7.770 5.087 3.562
H -8.525 4.088 2.329
C -3.287 -2.081 -0.235
C -9.063 -3.901 -5.510
H 7.176 -1.169 -0.784
O 9.447 -0.623 0.243
H 3.642 -2.068 0.151
H -6.348 -1.315 -5.010
N -5.309 5.232 2.593
H -5.886 5.103 -1.301
C -8.653 -5.349 -5.254
C -0.507 3.380 1.697
O 1.592 1.914 4.580
H -6.997 -1.317 -2.872
H 12.614 -2.919 0.786
H -3.574 -3.991 0.883
H -0.653 0.323 5.745
H 12.002 -2.567 3.263
C 11.717 -1.570 2.915
H 1.666 3.664 1.873
C -0.507 -0.940 1.574
C 0.651 0.791 2.394
H 12.558 0.908 2.512
C 10.351 1.902 0.107
H -10.154 -3.839 -5.564
H -2.845 6.597 2.119
H -1.810 -1.131 5.298
H -0.266 2.907 0.697
H 9.504 2.205 0.728
C 1.186 -1.669 -0.430
C 6.248 -1.257 -0.140
H 1.493 -2.681 -0.026
H 11.056 -1.140 3.671
H -7.052 7.303 1.444
H 11.552 -2.310 -0.462
H 6.451 -0.610 0.760
N 1.426 0.293 1.370
C -6.306 2.910 2.737
H 0.307 -1.862 -1.117
H 9.971 1.608 -0.873
H 2.350 0.084 -1.343
H -5.765 -2.494 -2.422
H 9.498 -3.073 0.791
C 11.019 -1.654 1.539
H 3.937 -2.565 -1.610
H 2.129 -1.357 -2.397
C -7.138 -5.502 -5.045
H -1.336 2.807 2.215
C -6.803 -2.384 -2.745
H -6.753 -4.388 -6.928
H -3.608 8.116 1.718
H 13.691 -0.722 1.039
H -6.382 7.637 3.047
O -6.981 -5.059 -2.809
C -5.025 6.460 1.789
H -0.958 4.387 1.437
H 12.204 2.433 1.769
H -6.296 2.985 3.828
H -5.748 -7.127 -4.583
H -5.334 -5.203 -6.256
C 11.169 0.778 0.783
C 4.965 -0.732 -0.984
H 0.736 4.356 3.355
H 10.553 -3.730 2.019
C -1.466 0.392 3.625
H 5.349 -0.591 -2.036
C -6.197 -2.394 -5.092
N -0.511 0.072 2.575
C 0.803 3.530 2.599
H -2.321 1.110 3.458
H 9.284 -2.596 2.482
C 12.293 0.379 -0.193
N 10.320 -0.372 1.219
C 13.036 -0.900 0.181
C -1.310 -0.178 4.974
H 10.983 1.668 2.774
H -6.981 5.984 -0.263
C -6.822 -6.976 -4.719
H -5.498 3.397 0.311
H 5.914 -3.295 -0.505
H -7.147 -7.628 -5.534
H -8.769 -1.950 -4.667
C 3.720 -1.704 -0.916
C -6.363 4.306 2.078
H -5.430 2.338 2.424
S 4.494 -0.478 2.816
C -7.064 -3.150 -4.061
C -1.669 -1.980 1.372
H -6.427 -2.638 -6.126
H -7.333 -7.332 -3.822
H 12.645 -1.002 2.905
H 10.973 2.785 -0.057
H 13.016 1.196 -0.280
C -6.135 7.517 1.990
O -1.875 -2.229 -0.047
H 11.872 0.239 -1.195
C 11.760 1.471 2.032
N -6.616 -4.573 -3.997
H -7.178 2.315 2.455
B 1.048 2.091 3.301
H 13.692 -1.191 -0.644
H -9.158 -3.195 -3.501
C -6.307 4.096 0.552
H -1.470 -2.955 1.911
C -4.201 -3.261 0.304
H -7.230 3.620 0.210
H -8.075 5.715 1.938
C -3.752 7.185 2.272
H 1.305 2.627 5.183
N 2.663 0.877 1.073
C 0.731 -0.807 0.788

[2]
72
Properties=species:S:1:pos:R:3 method="wB97M-V/def2-TZVPD" e_homo_ev=-7.2 homo_lumo_gap_ev=5.13
H -0.160 -1.699 -3.958
H 4.908 3.676 -0.295
H -0.763 5.167 -0.082
H -3.689 -1.579 -3.047
H -4.943 -3.636 -0.535
H -4.269 -2.052 -0.704
H -3.007 -4.192 1.015
H -2.472 -0.960 -4.131
H 1.050 3.481 -3.239
C 2.456 4.266 1.816
O 1.283 -4.099 1.932
O -0.283 -4.467 7.050
C -0.527 -5.487 6.277
O 2.929 -5.779 3.029
O -0.959 -3.024 0.180
C 0.797 -5.980 5.471
O -1.813 -5.717 5.605
H 3.796 7.207 -0.045
H -2.205 0.662 -0.574
C 0.308 -5.771 4.040
H 0.103 -3.390 -3.503
H 2.844 3.440 2.425
H -1.963 -5.245 0.016
H 4.896 5.205 0.600
C -2.856 -1.879 -3.675
H -0.036 3.675 0.611
N 3.015 4.239 0.486
H 2.708 5.194 2.340
C 3.011 7.200 -0.813
O -2.229 -6.084 3.345
C -4.205 -3.059 -1.108
C -0.342 4.184 -0.299
H 1.852 -6.238 5.901
C -0.636 -2.685 -3.889
H 1.878 7.110 1.449
O 2.767 3.175 -1.528
H -3.286 -2.484 -4.480
H 4.834 3.652 1.451
C 0.017 -0.579 -1.018
C 4.477 4.193 0.571
C -1.313 -5.665 4.203
H 1.378 4.143 1.845
H -1.209 3.613 -0.659
C 1.220 6.720 0.665
N -2.868 -3.620 -1.040
N 0.719 4.286 -1.284
O 1.102 -6.733 1.166
H -0.630 3.486 -2.741
C -2.293 -0.126 -1.333
H -4.590 -3.104 -2.128
N -1.813 -2.634 -3.013
P 2.393 4.595 -1.039
H -0.902 -3.014 -4.898
C -2.888 -4.648 0.023
H 0.535 -7.502 1.454
P 1.459 -5.751 2.506
H 0.484 -0.510 -2.007
C 0.390 3.336 -2.369
P -1.356 -2.843 -1.305
H 0.572 7.544 0.348
H 1.057 -3.497 2.706
H -3.704 -5.364 -0.123
H 0.479 2.296 -2.027
H 0.007 0.421 -0.576
H 0.570 5.997 1.149
N -1.321 -1.169 -1.116
H -3.323 -0.459 -1.261
H 2.605 8.212 -0.902
H 0.672 -1.184 -0.379
H -2.157 0.355 -2.308
H 3.477 6.952 -1.768
N 1.964 6.228 -0.476

[3]
10
Properties=species:S:1:pos:R:3 method="wB97M-V/def2-TZVPD" e_homo_ev="-5.3 / -8.9" s_squared=2.007 homo_lumo_gap_ev="5.94 / 6.93" relative_energy_kcal_mol=16.6 spin_multiplicity=3
O -0.387 1.969 0.022
N -0.256 -1.487 0.018
H -1.078 2.485 0.386
N -1.534 -1.382 0.048
H 1.410 0.045 -0.016
C -0.651 0.659 -0.016
N -1.894 -0.099 0.005
C 0.339 -0.261 -0.059
S -3.566 0.150 -0.007
H -0.007 -2.403 0.283

[4]
7
Properties=species:S:1:pos:R:3 method="wB97M-V/def2-TZVPD" e_homo_ev=-12.4 homo_lumo_gap_ev=12.76 relative_energy_kcal_mol=12.2
C -1.431 0.173 -0.122
S 1.501 -0.027 0.350
O -1.925 0.562 0.813
F 1.072 1.105 -0.717
O 0.470 -0.037 1.273
O -0.957 -0.296 -1.089
F 1.271 -1.479 -0.507